Entry 1:
C4H9NO | wB97M-V/def2-TZVPD

Geometry as XYZ:
```
15
Properties=species:S:1:pos:R:3:mulliken_charge:R:1
C 1.23 -0.31 -0.32 0.21
H -0.30 -1.19 -1.01 0.18
H -2.13 0.66 -0.76 0.40
H -0.21 -1.91 1.29 0.37
O 1.81 -1.34 -0.63 -0.64
C -1.08 0.89 -0.57 -1.53
H 2.89 0.82 -0.37 0.24
H -0.70 1.45 -1.44 0.38
H -1.85 -1.39 0.84 0.33
C -0.29 -0.39 -0.25 0.86
C -0.82 -1.05 1.02 -1.33
N 1.90 0.85 -0.15 -0.36
H -1.08 1.58 0.29 0.35
H -0.86 -0.36 1.88 0.33
H 1.50 1.70 0.19 0.20
```

multiplicity: 1
SMILES: CC(C)C(N)=O
ΔE to the lowest compared entry with this formula, charge and spin: 0.338 eV
gap between HOMO and LUMO: 10.52 eV

=====

Entry 2:
C4H9NO | wB97M-V/def2-TZVPD

Geometry as XYZ:
```
15
Properties=species:S:1:pos:R:3:mulliken_charge:R:1
O 0.55 1.71 0.77 -0.50
H -1.89 -0.95 -2.22 0.29
H -2.20 0.20 -0.04 0.47
H 2.44 2.14 0.06 0.24
C 1.57 1.53 -0.21 -0.55
N 0.41 -1.79 0.98 -0.64
H 0.68 -2.05 1.93 0.26
C -0.43 -0.82 0.99 0.05
H 1.20 1.85 -1.18 0.26
H -0.34 1.52 0.34 0.31
H 1.85 0.48 -0.24 0.25
H -0.48 -1.90 -1.50 0.30
H -0.72 -0.31 1.92 0.31
C -1.25 -1.15 -1.37 -0.80
C -1.38 -0.48 -0.22 -0.26
```

multiplicity: 1
SMILES: [H]/N=C/C=C.CO
ΔE to the lowest compared entry with this formula, charge and spin: 2.944 eV
gap between HOMO and LUMO: 10.37 eV